No. 1
Here is a molecular structure, C46H63N4OP2Pt in a non-equilibrium geometry from OMol25. Energies are from ωB97M-V with the def2-TZVPD basis set.

The orbital gap (alpha / beta) is 7.302 / 7.303 eV. As for the total charge: +1. The largest force on an atom is 0.0216 hartree/bohr. Its lowest unoccupied orbital energy (alpha / beta) is -2.249 / -2.249 eV. Its multiplicity is 1. The calculation puts the HOMO energy (alpha / beta) at -0.351 / -0.351 hartree.

Each line ends with the Löwdin charge.
Atoms and positions in Å:
Pt 0.21 0.19 0.84  0.87
C -1.34 -2.91 1.18  -0.23
P -0.47 -1.59 2.04  0.75
C 0.77 -2.41 3.09  -0.19
C -1.73 -1.04 3.24  -0.37
C -2.62 -1.92 3.85  -0.07
C -3.56 -1.44 4.74  -0.05
C -3.61 -0.08 5.04  -0.05
C -2.72 0.79 4.43  -0.06
C -1.78 0.31 3.53  -0.38
P -0.55 1.32 2.67  0.75
C 0.77 1.44 3.92  -0.21
C -1.24 2.98 2.73  -0.20
H -2.35 -2.57 0.96  0.05
H -1.37 -3.80 1.81  0.06
H -0.85 -3.14 0.24  -0.01
H 0.34 -3.25 3.63  0.06
H 1.15 -1.68 3.81  0.04
H 1.61 -2.74 2.48  0.03
H -2.59 -2.98 3.63  0.11
H -4.26 -2.12 5.21  0.11
H -4.35 0.30 5.73  0.11
H -2.78 1.85 4.66  0.10
H 0.31 1.65 4.89  0.07
H 1.46 2.24 3.66  0.04
H 1.33 0.51 3.97  0.02
H -1.31 3.29 3.77  0.06
H -2.22 3.01 2.25  0.06
H -0.59 3.68 2.20  0.03
C -3.48 1.20 0.08  -0.05
C -2.66 1.80 -1.06  -0.38
C -3.57 2.05 -2.27  -0.05
C -1.92 3.05 -0.63  -0.15
C -2.61 4.26 -0.54  -0.03
C -1.96 5.43 -0.21  -0.05
C -0.59 5.42 -0.01  -0.03
C 0.15 4.24 -0.08  -0.16
C 1.65 4.35 0.14  -0.34
C 2.51 3.92 -1.06  -0.04
C 2.13 3.65 1.42  -0.07
C -0.55 3.05 -0.35  -0.22
N 0.19 1.82 -0.48  -0.08
C 0.45 1.59 -1.74  -0.13
C 1.32 0.65 -2.33  -0.17
C 1.59 0.87 -3.71  -0.04
C 2.63 0.27 -4.35  -0.08
C 3.47 -0.57 -3.58  -0.06
C 3.22 -0.83 -2.27  -0.04
C 2.07 -0.30 -1.60  -0.24
N 1.74 -0.66 -0.35  -0.08
C 2.64 -1.59 0.26  -0.24
C 2.47 -2.97 0.07  -0.16
C 3.38 -3.84 0.67  -0.04
C 4.44 -3.38 1.42  -0.06
C 4.61 -2.01 1.57  -0.03
C 3.72 -1.11 1.00  -0.15
C 3.99 0.38 1.18  -0.37
C 5.23 0.82 0.41  -0.04
C 4.12 0.74 2.66  -0.05
C 1.37 -3.55 -0.82  -0.37
C 0.82 -4.87 -0.26  -0.09
C 1.86 -3.82 -2.25  -0.04
H -4.03 0.32 -0.26  0.08
H -4.21 1.92 0.46  0.09
H -2.84 0.89 0.91  0.04
H -1.92 1.06 -1.36  0.07
H -4.45 2.63 -2.01  0.08
H -3.92 1.09 -2.66  0.06
H -3.04 2.57 -3.07  0.09
H -3.67 4.28 -0.73  0.11
H -2.51 6.36 -0.15  0.11
H -0.07 6.34 0.20  0.12
H 1.83 5.42 0.28  0.13
H 2.54 2.84 -1.18  0.06
H 3.53 4.25 -0.91  0.09
H 2.14 4.36 -1.98  0.09
H 1.76 2.63 1.49  0.03
H 1.81 4.21 2.31  0.09
H 3.22 3.61 1.44  0.08
H 0.02 2.30 -2.44  0.15
H 0.97 1.59 -4.24  0.12
H 2.83 0.45 -5.39  0.10
H 4.34 -1.01 -4.04  0.11
H 3.88 -1.49 -1.72  0.12
H 3.26 -4.91 0.53  0.11
H 5.14 -4.07 1.86  0.11
H 5.46 -1.64 2.13  0.11
H 3.13 0.92 0.77  0.09
H 6.12 0.30 0.76  0.08
H 5.40 1.89 0.53  0.08
H 5.13 0.62 -0.66  0.07
H 4.99 0.26 3.10  0.08
H 3.25 0.41 3.22  0.05
H 4.24 1.81 2.79  0.08
H 0.58 -2.81 -0.88  0.07
H 1.50 -5.70 -0.47  0.08
H -0.13 -5.12 -0.74  0.08
H 0.67 -4.85 0.82  0.07
H 2.80 -4.37 -2.23  0.09
H 2.02 -2.90 -2.81  0.06
H 1.12 -4.42 -2.78  0.08
N -1.30 -1.22 -1.39  0.20
C -2.15 -1.52 -2.12  -0.24
N -3.15 -1.83 -2.92  -0.09
C -4.04 -2.94 -2.60  -0.11
C -5.41 -2.62 -3.17  -0.18
O -5.31 -2.41 -4.57  -0.12
C -4.49 -1.29 -4.86  -0.18
C -3.07 -1.50 -4.35  -0.11
H -4.08 -3.07 -1.51  0.13
H -3.66 -3.86 -3.05  0.14
H -5.82 -1.73 -2.68  0.13
H -6.09 -3.45 -3.02  0.13
H -4.92 -0.38 -4.43  0.12
H -4.47 -1.20 -5.95  0.13
H -2.48 -0.59 -4.47  0.13
H -2.58 -2.31 -4.89  0.14

---

No. 2
Here is 11 unconnected molecules or ions with the total composition C46H64F30O23 in a non-equilibrium geometry from OMol25. Energies are from ωB97M-V with the def2-TZVPD basis set.

The orbital gap is 9.375 eV. The largest force on an atom is 0.1286 hartree/bohr. Its lowest unoccupied orbital energy is -0.098 eV. Its SMILES is CCOC(=O)C(F)(F)F.CCOC(=O)C(F)(F)F.CCOC(=O)C(F)(F)F.CCOC(=O)C(F)(F)F.CCOC(=O)C(F)(F)F.CCOC(=O)C(F)(F)F.CCOC(=O)C(F)(F)F.CCOC(=O)C(F)(F)F.CCOC(=O)C(F)(F)F.CCOC(=O)C(F)(F)F.COCCOCCOC. Its multiplicity is 1. The calculation puts the relative energy (zero: lowest compared OMol25 entry of this formula, charge and spin) at 99.7 kcal per mole. The calculation puts the HOMO energy at -0.348 hartree.

Each line ends with the Löwdin charge.
Atoms and positions in Å:
C 6.95 5.82 2.42  -0.07
C 7.73 6.40 1.32  -0.27
O 7.00 6.23 0.13  0.03
C 7.36 6.92 -0.97  -0.31
O 8.18 7.85 -0.97  0.12
C 6.74 6.45 -2.37  -0.45
F 5.99 7.49 -2.91  0.11
F 7.77 6.13 -3.08  0.22
F 5.85 5.37 -2.17  0.09
H 6.62 4.81 2.21  0.09
H 6.08 6.48 2.40  0.09
H 7.48 5.78 3.37  0.09
H 8.71 5.91 1.27  0.13
H 7.96 7.44 1.55  0.13
C -1.98 -1.95 7.16  -0.05
C -0.57 -1.44 6.77  -0.18
O 0.24 -1.46 7.94  0.05
C 1.53 -1.44 7.90  -0.38
O 2.22 -1.37 6.87  0.13
C 2.18 -1.43 9.24  -0.58
F 1.45 -0.93 10.21  0.19
F 2.58 -2.61 9.65  0.20
F 3.25 -0.58 9.18  0.14
H -2.64 -2.34 6.38  0.08
H -2.52 -1.17 7.71  0.08
H -1.79 -2.77 7.85  0.08
H -0.67 -0.42 6.41  0.13
H -0.16 -2.02 5.94  0.13
C -6.80 -3.07 -0.47  -0.08
C -8.15 -3.66 -0.41  -0.26
O -8.18 -5.04 -0.23  0.02
C -7.90 -5.89 -1.27  -0.26
O -7.68 -5.44 -2.43  0.11
C -7.94 -7.40 -1.06  -0.60
F -6.83 -8.07 -1.33  0.18
F -8.23 -7.71 0.18  0.19
F -8.89 -7.86 -1.87  0.18
H -6.18 -3.64 -1.16  0.08
H -6.14 -2.97 0.39  0.08
H -6.84 -2.01 -0.69  0.09
H -8.69 -3.38 -1.32  0.13
H -8.67 -3.21 0.44  0.13
C 2.52 -2.50 -9.84  -0.05
C 3.68 -1.78 -10.66  -0.18
O 3.64 -0.36 -10.44  0.00
C 4.24 0.25 -9.37  -0.28
O 4.88 -0.41 -8.49  0.09
C 4.33 1.77 -9.45  -0.53
F 3.42 2.20 -10.33  0.18
F 4.16 2.32 -8.26  0.19
F 5.63 2.00 -9.83  0.14
H 2.57 -2.14 -8.81  0.07
H 2.71 -3.57 -9.76  0.07
H 1.68 -2.22 -10.47  0.07
H 3.42 -2.12 -11.66  0.12
H 4.64 -2.11 -10.26  0.12
C -3.39 -2.63 -6.18  -0.04
C -3.27 -1.08 -5.79  -0.16
O -3.48 -0.24 -6.95  -0.03
C -2.37 0.17 -7.71  -0.29
O -1.21 -0.22 -7.54  0.14
C -2.79 1.12 -8.81  -0.61
F -2.90 0.52 -9.93  0.23
F -3.99 1.67 -8.53  0.15
F -1.93 2.13 -9.00  0.17
H -2.76 -2.90 -7.03  0.07
H -4.40 -3.02 -6.33  0.07
H -3.09 -3.19 -5.29  0.06
H -2.40 -0.80 -5.20  0.11
H -4.14 -0.77 -5.21  0.12
C 1.54 0.88 -3.76  -0.08
C 1.88 1.44 -2.45  -0.19
O 1.45 0.39 -1.50  0.01
C 0.15 0.28 -1.08  -0.36
O -0.79 0.93 -1.44  0.16
C -0.14 -0.86 -0.08  -0.49
F -0.59 -0.31 1.06  0.15
F -1.07 -1.68 -0.62  0.15
F 0.98 -1.51 0.34  0.14
H 1.60 1.51 -4.64  0.09
H 0.56 0.40 -3.75  0.08
H 2.22 0.05 -3.99  0.08
H 1.41 2.41 -2.34  0.12
H 2.93 1.71 -2.36  0.13
C -0.14 5.72 1.70  -0.08
C 1.15 4.92 1.63  -0.18
O 1.74 4.69 2.95  0.00
C 1.24 3.73 3.80  -0.30
O 0.25 3.04 3.51  0.12
C 1.81 3.84 5.20  -0.59
F 2.96 3.23 5.22  0.20
F 2.07 5.11 5.49  0.18
F 0.94 3.27 6.06  0.17
H -0.90 5.20 2.28  0.07
H -0.53 5.98 0.72  0.08
H -0.07 6.62 2.31  0.08
H 1.82 5.59 1.08  0.12
H 0.88 4.00 1.11  0.12
C -4.42 4.66 -4.54  -0.05
C -4.38 4.23 -3.09  -0.18
O -4.92 5.29 -2.25  0.04
C -5.40 5.04 -1.07  -0.38
O -5.61 3.91 -0.66  0.13
C -5.61 6.33 -0.23  -0.61
F -4.68 6.35 0.69  0.19
F -5.41 7.52 -0.83  0.15
F -6.78 6.31 0.30  0.22
H -4.63 5.72 -4.64  0.09
H -5.17 4.09 -5.09  0.08
H -3.42 4.51 -4.96  0.08
H -3.32 4.22 -2.83  0.12
H -4.72 3.23 -2.82  0.13
C -6.18 2.62 4.55  -0.06
C -4.64 2.81 4.74  -0.15
O -4.45 4.09 5.35  0.04
C -4.86 4.36 6.55  -0.38
O -5.29 3.46 7.30  0.11
C -4.68 5.81 6.98  -0.50
F -3.37 6.16 7.09  0.15
F -5.36 6.53 6.09  0.17
F -5.29 6.09 8.16  0.15
H -6.49 1.75 3.97  0.08
H -6.62 3.38 3.90  0.07
H -6.80 2.83 5.42  0.07
H -4.10 2.71 3.79  0.13
H -4.27 1.97 5.32  0.12
C 6.00 -3.36 -3.70  -0.06
C 7.18 -3.01 -2.70  -0.20
O 7.92 -1.94 -3.15  0.00
C 7.38 -0.70 -3.37  -0.26
O 6.16 -0.48 -3.10  0.09
C 8.29 0.43 -4.00  -0.47
F 9.55 -0.09 -4.16  0.13
F 7.74 0.90 -5.16  0.15
F 8.45 1.44 -3.12  0.16
H 5.56 -4.34 -3.53  0.07
H 6.38 -3.36 -4.72  0.07
H 5.14 -2.72 -3.88  0.06
H 7.81 -3.90 -2.60  0.12
H 6.81 -2.78 -1.70  0.12
C 3.60 -6.03 5.91  -0.07
O 2.99 -7.34 6.12  -0.19
C 2.11 -7.50 7.26  -0.19
C 0.81 -6.69 7.24  -0.21
O -0.13 -7.10 6.23  -0.13
C 0.18 -6.81 4.85  -0.16
C -1.04 -6.86 3.94  -0.20
O -2.16 -5.97 4.19  -0.18
C -3.15 -6.28 3.18  -0.11
H 4.31 -6.10 5.08  0.08
H 4.16 -5.63 6.75  0.08
H 2.85 -5.29 5.64  0.07
H 2.54 -7.50 8.26  0.12
H 1.60 -8.46 7.17  0.12
H 1.08 -5.64 7.32  0.11
H 0.43 -6.87 8.24  0.12
H 1.01 -7.39 4.46  0.13
H 0.41 -5.74 4.93  0.12
H -1.47 -7.86 3.87  0.12
H -0.58 -6.60 2.98  0.12
H -3.40 -7.33 3.02  0.08
H -2.77 -5.87 2.24  0.08
H -4.05 -5.69 3.35  0.08

---

- What is the multiplicity in the second record?
  1

---

- What is the multiplicity in the first record?
  1